ORCA calculation (ωB97M-V/def2-TZVPD) on C24H33NO3Ru as an isolated structure in a non-equilibrium geometry.

The energy above the lowest of the compared OMol25 structures with the same formula, charge and spin comes out at 0.0 kcal/mol. The total charge is 0. The multiplicity is 7. As for the LUMO energy (spin up / spin down): 0.028 / -0.077 hartree. As for the HOMO energy (spin up / spin down): -4.98 / -8.12 eV. The HOMO-LUMO gap (spin up / spin down) is 5.74 / 6.03 eV.

CARTESIAN COORDINATES (ANGSTROEM)
O  -0.51  -0.47  -3.18
C  -0.56  0.78  -4.00
C  -0.41  0.17  -5.37
H  0.26  1.45  -3.72
H  -1.53  1.31  -3.89
C  -0.38  -1.09  -4.50
H  0.48  0.46  -5.92
H  -1.30  0.31  -5.98
C  0.96  -1.79  -4.52
H  1.71  -1.13  -4.05
H  1.28  -2.11  -5.52
H  0.85  -2.67  -3.87
C  -1.55  -1.98  -4.83
H  -2.50  -1.44  -4.70
H  -1.53  -2.85  -4.16
H  -1.53  -2.36  -5.86
Ru  -1.08  -1.21  1.01
C  -2.39  -1.16  2.57
C  -2.07  0.23  2.46
C  -2.60  0.72  1.22
H  -1.56  0.80  3.24
C  -3.20  -0.37  0.52
C  -3.12  -1.54  1.37
H  -3.61  -2.49  1.17
H  -2.19  -1.77  3.45
H  -2.56  1.76  0.91
H  -3.68  -0.31  -0.45
C  0.42  -2.07  2.71
C  -0.39  -2.93  1.89
C  0.14  -2.89  0.54
H  -1.19  -3.58  2.23
C  1.17  -1.88  0.54
C  1.39  -1.46  1.89
H  2.19  -0.77  2.19
H  0.36  -1.94  3.78
H  -0.13  -3.57  -0.27
H  1.79  -1.62  -0.32
O  2.09  1.51  -2.09
C  1.25  1.03  -1.00
C  -0.17  1.55  -1.20
H  1.66  1.44  -0.05
H  1.19  -0.07  -0.95
C  0.15  2.90  -1.91
H  -0.69  1.74  -0.26
H  -0.80  0.80  -1.73
C  1.65  2.89  -2.31
H  0.13  3.60  -1.08
H  -0.53  3.29  -2.70
H  2.23  3.62  -1.68
H  1.78  3.14  -3.39
O  0.57  1.08  2.69
N  1.02  1.11  3.93
C  0.36  0.52  4.97
C  0.88  0.62  6.24
C  2.11  1.23  6.48
C  2.76  1.82  5.40
C  2.23  1.71  4.13
H  -0.56  -0.03  4.74
H  0.33  0.17  7.05
H  2.56  1.25  7.46
H  3.66  2.39  5.50
H  2.67  2.14  3.22

---

ORCA calculation (ωB97M-V/def2-TZVPD) on C24H34AsNO8P2PdSi as an isolated structure.

The energy above the lowest of the compared OMol25 structures with the same formula, charge and spin comes out at 0.0 kcal/mol. The total charge is -2. The multiplicity is 3. As for the LUMO energy (spin up / spin down): 0.168 / 0.168 hartree. As for the HOMO energy (spin up / spin down): -0.33 / -2.76 eV. The HOMO-LUMO gap (spin up / spin down) is 4.92 / 7.34 eV.

CARTESIAN COORDINATES (ANGSTROEM)
Pd  0.09  0.07  0.73
O  -1.77  -1.61  4.50
P  -1.63  -1.84  2.92
O  -2.47  -2.98  2.48
O  -1.79  -0.51  2.21
O  -0.05  -2.24  2.78
P  1.18  -1.35  3.33
O  2.20  -2.48  3.87
O  1.83  -0.70  2.14
O  0.72  -0.55  4.50
H  -0.99  -1.05  4.76
H  2.68  -2.84  3.11
C  -4.26  1.44  -1.36
As  -3.20  0.61  0.05
C  -3.41  -1.26  -0.33
C  -4.17  1.07  1.65
O  -1.70  1.32  -0.08
H  -5.30  1.11  -1.31
H  -3.83  1.16  -2.32
H  -4.21  2.52  -1.24
H  -4.49  -1.44  -0.45
H  -3.01  -1.88  0.46
H  -2.92  -1.46  -1.28
H  -5.20  0.72  1.55
H  -4.16  2.15  1.75
H  -3.67  0.60  2.50
C  1.93  2.49  3.19
N  0.63  2.33  2.60
C  -0.44  2.45  3.56
C  0.40  3.16  1.44
C  1.32  2.84  0.28
C  2.15  3.83  -0.24
C  2.91  3.61  -1.38
C  2.83  2.37  -2.00
C  2.04  1.36  -1.45
C  1.29  1.54  -0.29
H  2.05  1.78  4.00
H  2.08  3.52  3.60
H  2.70  2.31  2.44
H  -0.28  1.74  4.37
H  -1.39  2.20  3.09
H  -0.51  3.48  3.99
H  0.45  4.25  1.68
H  -0.62  2.95  1.11
H  2.17  4.81  0.25
H  3.54  4.39  -1.78
H  3.41  2.17  -2.90
H  2.04  0.40  -1.94
C  -1.66  -0.60  -5.07
C  -1.30  0.39  -4.16
C  -0.77  0.04  -2.92
C  -0.57  -1.29  -2.56
C  -0.95  -2.27  -3.50
C  -1.49  -1.93  -4.73
Si  0.08  -1.77  -0.81
C  1.84  -2.47  -1.12
C  2.04  -3.69  -1.77
C  3.31  -4.21  -1.98
C  4.42  -3.51  -1.54
C  4.25  -2.31  -0.88
C  2.98  -1.79  -0.67
H  -2.08  -0.33  -6.03
H  -1.44  1.44  -4.40
H  -0.53  0.82  -2.21
H  -0.83  -3.32  -3.24
H  -1.77  -2.71  -5.43
H  -0.69  -3.06  -0.60
H  1.18  -4.26  -2.10
H  3.42  -5.17  -2.49
H  5.42  -3.91  -1.70
H  5.11  -1.76  -0.52
H  2.85  -0.87  -0.12

---

ORCA calculation (ωB97M-V/def2-TZVPD) on C24H34Ge2NORe as an isolated structure in a non-equilibrium geometry.

The energy above the lowest of the compared OMol25 structures with the same formula, charge and spin comes out at 24.5 kcal/mol. The total charge is +3. The multiplicity is 4. As for the LUMO energy (spin up / spin down): -0.406 / -0.456 hartree. As for the HOMO energy (spin up / spin down): -17.94 / -17.88 eV. The HOMO-LUMO gap (spin up / spin down) is 6.89 / 5.47 eV.

CARTESIAN COORDINATES (ANGSTROEM)
Re  -1.43  -0.38  -1.37
C  2.94  -2.64  -1.68
C  1.63  -2.04  -2.19
Ge  1.31  -0.28  -1.25
C  2.03  1.40  -2.05
C  3.51  1.07  -2.36
C  1.86  -0.18  0.53
C  0.99  -0.33  1.57
Ge  -0.86  -0.63  1.20
C  -2.04  0.41  2.24
C  -1.61  1.87  2.48
C  -1.35  -2.66  1.39
C  -0.41  -3.69  0.75
C  1.35  -0.03  2.95
C  2.35  0.87  3.31
C  2.64  1.24  4.54
C  1.94  0.66  5.64
C  1.09  -0.47  5.27
C  0.71  -0.81  4.00
H  3.76  -1.96  -1.67
H  3.25  -3.35  -2.42
H  2.83  -2.95  -0.64
H  0.76  -2.70  -1.95
H  1.73  -1.81  -3.21
H  1.87  2.18  -1.30
H  1.52  1.76  -2.98
H  4.08  0.63  -1.60
H  3.98  2.00  -2.63
H  3.62  0.45  -3.23
H  2.92  -0.10  0.80
H  -1.95  -0.09  3.21
H  -3.08  0.30  1.94
H  -2.26  2.35  3.22
H  -1.48  2.46  1.57
H  -0.65  1.90  3.04
H  -2.34  -2.87  1.01
H  -1.29  -2.63  2.42
H  0.63  -3.49  1.04
H  -0.35  -3.89  -0.36
H  -0.73  -4.69  1.08
H  2.75  1.41  2.51
H  3.26  2.04  4.76
H  2.09  0.96  6.72
H  0.55  -0.98  6.08
H  0.10  -1.66  3.74
N  -2.42  6.48  -3.28
C  -2.41  5.34  -3.15
C  -2.31  4.01  -2.71
C  -1.74  3.10  -3.57
C  -1.60  1.79  -3.16
C  -2.11  1.36  -1.90
C  -2.77  2.27  -1.08
C  -2.91  3.60  -1.48
H  -1.36  3.38  -4.58
H  -1.19  1.01  -3.87
H  -3.13  2.07  -0.12
H  -3.45  4.37  -0.93
C  -2.43  -2.96  -3.14
O  -2.22  -2.22  -1.84
H  -2.57  -2.25  -3.95
H  -3.43  -3.58  -3.03
H  -1.66  -3.72  -3.34
H  -2.47  -2.73  -1.01

---

ORCA calculation (ωB97M-V/def2-TZVPD) on C24H34I2N5O3Pt as an isolated structure in a non-equilibrium geometry.

The energy above the lowest of the compared OMol25 structures with the same formula, charge and spin comes out at 66.0 kcal/mol. The total charge is +3. As for the LUMO energy (spin up / spin down): -0.438 / -0.438 hartree. As for the HOMO energy (spin up / spin down): -16.02 / -16.01 eV. The HOMO-LUMO gap (spin up / spin down) is 4.11 / 4.08 eV.

CARTESIAN COORDINATES (ANGSTROEM)
Pt  0.61  -0.07  -0.20
I  -4.12  -4.70  4.13
C  -3.27  -3.20  3.06
C  -4.08  -2.37  2.27
C  -3.49  -1.41  1.50
I  -4.60  -0.17  0.29
C  -2.02  -1.24  1.50
O  -1.49  -0.40  0.78
C  -1.22  -2.10  2.38
C  0.27  -1.89  2.46
N  0.96  -1.95  1.15
C  2.43  -2.05  1.33
C  3.09  -0.72  1.59
C  4.27  -0.61  2.30
C  4.88  0.63  2.40
C  4.26  1.73  1.81
C  3.07  1.54  1.15
N  2.51  0.33  1.03
C  -1.84  -3.04  3.11
H  -5.16  -2.48  2.28
H  0.67  -2.66  3.12
H  0.50  -0.92  2.91
H  0.64  -2.78  0.65
H  2.85  -2.48  0.42
H  2.67  -2.73  2.15
H  4.71  -1.48  2.76
H  5.82  0.74  2.92
H  4.70  2.72  1.87
H  2.53  2.37  0.71
H  -1.26  -3.68  3.77
C  1.55  2.39  -2.26
O  0.46  1.54  -1.88
C  -0.76  2.26  -1.61
C  -0.69  3.03  -0.31
O  -0.12  2.17  0.68
C  -0.77  2.28  1.95
H  1.24  2.99  -3.12
H  2.38  1.75  -2.55
H  1.85  3.05  -1.46
H  -1.53  1.49  -1.55
H  -0.99  2.95  -2.43
H  -1.70  3.34  -0.04
H  -0.06  3.92  -0.39
H  -1.79  1.87  1.91
H  -0.82  3.32  2.27
H  -0.17  1.72  2.67
C  -1.17  -3.43  -3.98
C  -1.76  -2.16  -3.41
N  -0.76  -1.52  -2.55
C  0.57  -1.70  -2.63
N  1.37  -1.06  -1.75
C  2.82  -1.15  -1.94
C  3.19  -2.57  -2.34
C  2.50  -2.83  -3.66
N  1.07  -2.51  -3.57
C  0.18  -3.10  -4.58
H  -1.83  -3.85  -4.74
H  -1.04  -4.17  -3.19
H  -2.65  -2.36  -2.82
H  -2.04  -1.48  -4.22
H  -1.08  -0.85  -1.86
H  3.32  -0.83  -1.03
H  3.13  -0.46  -2.73
H  2.84  -3.28  -1.59
H  4.27  -2.68  -2.45
H  2.60  -3.88  -3.95
H  2.96  -2.23  -4.45
H  0.66  -4.00  -4.97
H  0.06  -2.40  -5.42

---

ORCA calculation (ωB97M-V/def2-TZVPD) on C24H34InN4P2 as an isolated structure in a non-equilibrium geometry.

The total charge is +1. As for the LUMO energy: -0.097 hartree. As for the HOMO energy: -8.62 eV. The HOMO-LUMO gap is 5.98 eV.

CARTESIAN COORDINATES (ANGSTROEM)
In  0.25  0.10  -0.32
C  -0.66  -0.35  3.84
P  0.35  0.21  2.45
C  0.30  2.03  2.57
C  2.08  -0.22  2.94
C  3.14  0.29  1.94
P  2.82  -0.17  0.18
C  4.15  0.66  -0.73
C  3.26  -1.93  0.06
H  -0.33  0.11  4.77
H  -0.61  -1.44  3.95
H  -1.70  -0.08  3.66
H  0.71  2.37  3.53
H  -0.74  2.35  2.48
H  0.85  2.49  1.76
H  2.15  -1.31  3.03
H  2.27  0.20  3.93
H  4.13  -0.09  2.21
H  3.19  1.38  1.99
H  5.12  0.38  -0.31
H  4.04  1.74  -0.67
H  4.12  0.36  -1.78
H  4.27  -2.10  0.44
H  3.22  -2.23  -0.99
H  2.56  -2.55  0.61
N  -0.51  -2.17  -2.88
C  0.22  -1.11  -3.39
C  0.25  -0.97  -4.79
C  0.91  0.11  -5.33
C  1.52  1.03  -4.48
C  1.44  0.80  -3.13
N  0.83  -0.26  -2.58
C  -0.66  -2.72  -1.63
C  -1.50  -3.85  -1.55
C  -1.67  -4.49  -0.35
C  -0.98  -4.00  0.77
C  -0.21  -2.89  0.61
N  -0.03  -2.23  -0.55
H  -1.02  -2.67  -3.59
H  -0.25  -1.69  -5.41
H  0.93  0.24  -6.40
H  2.02  1.91  -4.86
H  1.86  1.51  -2.42
H  -2.01  -4.20  -2.43
H  -2.31  -5.35  -0.27
H  -1.07  -4.47  1.74
H  0.31  -2.46  1.46
C  -3.03  -0.54  0.50
C  -2.97  0.95  0.72
C  -3.87  1.53  1.60
C  -3.90  2.90  1.82
C  -3.00  3.70  1.14
C  -2.08  3.16  0.25
C  -1.10  4.04  -0.47
C  -2.04  1.76  0.02
N  -1.14  1.28  -0.93
H  -3.86  -0.98  1.06
H  -2.12  -1.04  0.85
H  -3.14  -0.80  -0.56
H  -4.59  0.89  2.12
H  -4.62  3.33  2.50
H  -3.01  4.77  1.29
H  -1.13  5.06  -0.07
H  -1.32  4.08  -1.54
H  -0.08  3.65  -0.38

---

ORCA calculation (ωB97M-V/def2-TZVPD) on a 2-piece molecular cluster, C24H34N3O4S2 overall in a non-equilibrium geometry.

The total charge is +1. As for the LUMO energy: -0.132 hartree. As for the HOMO energy: -10.67 eV. The HOMO-LUMO gap is 7.08 eV.

CARTESIAN COORDINATES (ANGSTROEM)
O  -1.88  6.66  4.66
N  -2.10  5.60  4.29
O  -0.88  4.81  4.30
C  -1.15  3.49  3.90
C  -1.74  3.30  2.51
C  -0.53  3.63  1.53
C  -0.74  5.05  0.97
C  -1.81  5.03  -0.12
C  -1.31  4.64  -1.53
S  0.31  3.89  -1.60
C  -0.01  2.14  -1.43
S  -1.50  1.52  -1.64
N  1.12  1.46  -0.99
C  0.93  0.06  -0.68
C  0.79  -0.92  -1.65
C  0.63  -2.24  -1.25
C  0.63  -2.60  0.09
C  0.79  -1.62  1.06
C  0.93  -0.30  0.67
C  2.33  1.70  -1.76
C  3.54  1.59  -1.08
C  4.75  1.80  -1.72
C  4.75  2.12  -3.08
C  3.54  2.20  -3.75
C  2.32  1.99  -3.11
C  0.72  3.45  2.41
N  0.20  2.90  3.74
H  -1.77  3.00  4.65
H  -2.00  2.25  2.38
H  -2.59  3.96  2.40
H  -0.62  2.88  0.76
H  -1.09  5.67  1.79
H  0.19  5.49  0.62
H  -2.22  6.04  -0.18
H  -2.65  4.40  0.16
H  -2.07  4.02  -2.00
H  -1.23  5.53  -2.15
H  0.79  -0.66  -2.69
H  0.50  -3.02  -1.99
H  0.50  -3.63  0.40
H  0.82  -1.85  2.11
H  1.06  0.48  1.41
H  3.53  1.34  -0.03
H  5.67  1.71  -1.17
H  5.68  2.30  -3.58
H  3.55  2.44  -4.81
H  1.40  2.06  -3.66
H  1.36  4.31  2.53
H  1.28  2.62  2.00
H  0.06  1.90  3.60
H  0.79  3.11  4.54
C  -1.64  -8.79  0.62
O  -2.62  -7.85  0.21
C  -2.17  -6.51  0.26
C  -1.78  -5.99  -1.11
O  -0.65  -6.66  -1.63
C  -0.97  -7.66  -2.58
H  -1.99  -9.78  0.33
H  -0.67  -8.60  0.14
H  -1.51  -8.76  1.70
H  -1.33  -6.40  0.95
H  -3.00  -5.90  0.63
H  -1.52  -4.93  -1.03
H  -2.63  -6.07  -1.80
H  -1.25  -7.21  -3.54
H  -1.77  -8.31  -2.23
H  -0.07  -8.27  -2.74

---

ORCA calculation (ωB97M-V/def2-TZVPD) on C24H34NO3OsPS as an isolated structure in a non-equilibrium geometry.

The energy above the lowest of the compared OMol25 structures with the same formula, charge and spin comes out at 15.1 kcal/mol. The total charge is +4. The multiplicity is 5. As for the LUMO energy (spin up / spin down): -0.485 / -0.624 hartree. As for the HOMO energy (spin up / spin down): -18.56 / -20.09 eV. The HOMO-LUMO gap (spin up / spin down) is 5.37 / 3.10 eV.

CARTESIAN COORDINATES (ANGSTROEM)
Os  0.34  0.28  -0.22
C  1.01  -0.37  -1.94
O  1.37  -0.94  -2.89
C  -0.84  -1.20  -0.16
O  -1.55  -2.11  -0.12
C  -0.07  0.74  1.61
O  -0.33  0.96  2.72
C  -1.98  1.03  -2.97
P  -1.26  1.61  -1.31
H  -0.78  3.98  -1.83
H  -1.05  0.82  -3.52
C  -2.78  2.44  -0.56
H  -3.27  2.98  -1.39
C  -2.76  2.12  -3.71
H  -2.24  3.09  -3.74
H  -3.76  2.29  -3.28
H  -2.91  1.80  -4.75
C  -2.77  -0.28  -2.90
H  -3.74  -0.18  -2.40
C  0.76  3.34  -0.54
H  -2.20  -1.07  -2.39
H  -2.96  -0.61  -3.93
C  0.60  2.89  -3.06
H  1.16  2.33  -0.28
H  1.49  4.13  -0.82
H  0.26  3.71  0.35
C  -0.15  3.09  -1.73
H  1.44  3.60  -3.11
H  -0.06  3.08  -3.92
H  1.00  1.87  -3.15
C  -2.42  3.45  0.52
H  -1.95  2.94  1.37
H  -3.36  3.91  0.87
H  -1.76  4.25  0.15
C  -3.76  1.39  -0.04
H  -3.26  0.73  0.68
H  -4.20  0.77  -0.84
H  -4.58  1.90  0.48
H  2.74  1.75  -0.79
H  2.41  1.16  -0.35
N  1.79  -1.00  0.53
S  2.79  -0.70  1.82
C  1.92  -1.24  3.27
C  2.61  -0.92  4.44
C  2.11  -1.32  5.67
C  0.93  -2.05  5.76
C  0.24  -2.34  4.59
C  0.71  -1.95  3.33
C  3.96  -2.05  1.57
C  3.64  -3.39  1.78
C  4.60  -4.38  1.52
C  5.87  -4.06  1.05
C  6.17  -2.72  0.85
C  5.24  -1.72  1.10
H  1.88  -1.96  0.20
H  3.53  -0.33  4.35
H  2.68  -1.03  6.55
H  0.60  -2.41  6.74
H  -0.70  -2.89  4.67
H  0.10  -2.16  2.45
H  2.65  -3.69  2.15
H  4.36  -5.43  1.68
H  6.62  -4.83  0.83
H  7.15  -2.41  0.49
H  5.46  -0.66  0.93

---

Number 1: E_tot -35625.2542 eV. Number 2: E_tot -134091.8863 eV. Number 3: E_tot -144103.3364 eV. Number 4: E_tot -58452.2994 eV. Number 5: E_tot -55146.3249 eV. Number 6: E_tot -59759.7367 eV. Number 7: E_tot -55613.9346 eV.